1.
{
  "formula": "C22H15O5PSm",
  "method": "ωB97M-V with the def2-TZVPD basis set",
  "charge": 3,
  "e_homo_ev": [-17.075, -17.077],
  "e_tot_ev": -60458.0471,
  "spin_multiplicity": 6,
  "e_lumo_ev": [-13.117, -12.528],
  "gap_ha": [0.14548, 0.16717],
  "elements": ["O", "C", "Sm", "O", "C", "C", "O", "C", "O", "O", "P", "C", "C", "C", "C", "C", "C", "C", "C", "C", "C", "C", "C", "C", "C", "C", "C", "C", "C", "H", "H", "H", "H", "H", "H", "H", "H", "H", "H", "H", "H", "H", "H", "H"],
  "coordinates": [[0.63171, -4.49515, -3.73960], [0.05579, -3.94196, -2.89606], [-1.14401, -3.02776, -0.92130], [-3.50902, -5.92048, -0.89910], [-2.79398, -5.01608, -0.92996], [-2.37415, -2.17844, -2.99028], [-2.92046, -1.63689, -3.85819], [-3.37971, -1.99599, -0.86159], [-4.43280, -1.50537, -0.83922], [0.04583, -1.26012, -0.76486], [0.30815, 0.05912, 0.02942], [-0.50014, 1.37432, -0.86398], [0.02258, 2.68027, -0.82567], [-0.44274, 3.63627, -1.72817], [-1.50973, 3.33601, -2.58370], [-2.12376, 2.07754, -2.51564], [-1.63252, 1.10600, -1.64560], [-0.34069, -0.13926, 1.67721], [0.34404, 0.49260, 2.73223], [0.14636, 0.06036, 4.04337], [-0.72440, -1.00689, 4.30089], [-1.49678, -1.53572, 3.26148], [-1.39534, -1.02174, 1.96681], [2.05800, 0.26189, 0.03588], [2.82268, -0.23467, 1.09977], [3.99161, 0.44857, 1.44605], [4.47130, 1.48715, 0.63247], [3.88057, 1.68236, -0.62737], [2.68631, 1.02940, -0.95187], [0.79929, 2.94661, -0.10848], [0.03303, 4.61729, -1.77813], [-1.87125, 4.06769, -3.31418], [-2.97574, 1.84619, -3.15676], [-2.12380, 0.12935, -1.58758], [1.05190, 1.29974, 2.54045], [0.71487, 0.51034, 4.85748], [-0.80779, -1.42052, 5.31154], [-2.16171, -2.38154, 3.45757], [-2.15868, -1.25798, 1.21086], [2.46024, -1.07793, 1.68970], [4.49852, 0.21574, 2.38028], [5.29053, 2.13476, 0.96582], [4.31249, 2.38384, -1.33525], [2.19341, 1.17110, -1.91672]],
  "lowdin_charge": [0.225, 0.016, 1.555, 0.216, 0.018, -0.045, 0.238, -0.104, 0.246, -0.522, 0.900, -0.279, -0.052, -0.018, -0.012, -0.042, -0.089, -0.279, -0.046, -0.003, -0.011, -0.050, -0.116, -0.319, -0.078, -0.033, -0.010, -0.027, -0.066, 0.125, 0.133, 0.135, 0.122, 0.048, 0.130, 0.137, 0.137, 0.123, 0.059, 0.122, 0.127, 0.135, 0.126, 0.127]
}


2.
{
  "formula": "C5H5F",
  "method": "ωB97M-V with the def2-TZVPD basis set",
  "e_above_lowest_kj_mol": 20.7,
  "e_homo_ev": -9.091,
  "e_tot_ev": -7982.0292,
  "spin_multiplicity": 1,
  "e_lumo_ev": 0.700,
  "gap_ha": 0.35981,
  "elements": ["C", "C", "C", "C", "C", "H", "H", "H", "H", "H", "F"],
  "coordinates": [[0.76530, -0.00028, 0.39680], [-0.14269, 1.18505, 0.15669], [-1.36339, 0.75132, -0.11130], [-1.38812, -0.71605, -0.13255], [-0.19754, -1.19960, 0.10216], [1.03962, -0.08601, 1.46985], [0.19657, 2.20234, 0.10440], [-2.21736, 1.37972, -0.38913], [-2.32386, -1.26747, -0.32102], [0.09965, -2.23011, 0.20946], [1.90712, -0.01346, -0.39382]],
  "lowdin_charge": [-0.298, -0.045, -0.089, -0.106, -0.031, 0.155, 0.104, 0.109, 0.112, 0.103, -0.015]
}


3.
{
  "formula": "C17H41FN2O8P",
  "method": "ωB97M-V with the def2-TZVPD basis set",
  "charge": 1,
  "e_homo_ev": -10.422,
  "e_tot_ev": -49648.7845,
  "spin_multiplicity": 1,
  "e_lumo_ev": -2.889,
  "gap_ha": 0.27684,
  "elements": ["C", "C", "C", "P", "O", "O", "N", "C", "C", "N", "F", "H", "H", "H", "H", "H", "H", "H", "H", "H", "H", "H", "H", "H", "C", "O", "C", "C", "O", "C", "C", "O", "C", "H", "H", "H", "H", "H", "H", "H", "H", "H", "H", "H", "H", "H", "H", "C", "O", "C", "C", "O", "C", "C", "O", "C", "H", "H", "H", "H", "H", "H", "H", "H", "H", "H", "H", "H", "H", "H"],
  "coordinates": [[-0.23265, 2.22181, 7.82597], [-1.01291, 1.37504, 6.81997], [-0.11335, 0.61247, 5.80667], [-0.63233, -1.21125, 5.84380], [0.65886, -1.85645, 5.08191], [-1.71112, -1.16120, 4.62536], [-0.00993, 1.14754, 4.44167], [-0.64502, 2.44615, 4.28593], [-2.10932, 2.34038, 4.71513], [-2.07513, 2.25575, 6.19467], [-3.32453, 1.90614, 6.67239], [-0.93106, 2.73999, 8.48743], [0.43693, 2.92923, 7.33892], [0.34443, 1.54388, 8.45100], [-1.56221, 0.63350, 7.40508], [0.88795, 0.62610, 6.25475], [1.43711, -1.30241, 5.16486], [-1.25779, -1.23848, 3.77148], [-0.53301, 0.52813, 3.83051], [-0.59791, 2.76504, 3.24785], [-0.13116, 3.17145, 4.92189], [-2.66662, 3.23938, 4.45366], [-2.59219, 1.46009, 4.29911], [-1.92722, 3.20565, 6.54656], [-4.22522, 2.81867, 0.03017], [-3.01721, 2.28579, -0.46570], [-1.88131, 2.56937, 0.31985], [-0.95956, 1.37566, 0.43198], [-1.45264, 0.31146, 1.23581], [-2.50021, -0.50969, 0.71160], [-2.11309, -1.40577, -0.44076], [-1.97630, -0.66644, -1.63479], [-0.97138, -1.15358, -2.50416], [-4.28673, 3.89902, -0.13761], [-5.03896, 2.33330, -0.50453], [-4.34177, 2.61286, 1.10144], [-2.17841, 2.89783, 1.32600], [-1.31831, 3.38534, -0.15251], [-0.05515, 1.71804, 0.94440], [-0.65855, 1.02104, -0.55411], [-3.38351, 0.08142, 0.46573], [-2.76772, -1.15996, 1.54930], [-2.90856, -2.15175, -0.56967], [-1.18150, -1.93000, -0.19729], [-0.04420, -1.36941, -1.96296], [-0.76730, -0.37282, -3.23497], [-1.30290, -2.05282, -3.03086], [1.37972, -1.47833, -8.06771], [2.25309, -1.08305, -7.03281], [1.60616, -0.53110, -5.90430], [2.21604, -1.00572, -4.60327], [1.95789, -2.36354, -4.27447], [2.60244, -3.36617, -5.04898], [4.09897, -3.46620, -4.85895], [4.78322, -2.40518, -5.49741], [5.94365, -1.97830, -4.82187], [0.99157, -0.61391, -8.61721], [1.94934, -2.10332, -8.75314], [0.53915, -2.06385, -7.67905], [0.53714, -0.77413, -5.91054], [1.71013, 0.56204, -5.94424], [1.73785, -0.42650, -3.80816], [3.28506, -0.78935, -4.56300], [2.34959, -3.27866, -6.10642], [2.17498, -4.30417, -4.68716], [4.43233, -4.41614, -5.29769], [4.32469, -3.48227, -3.78626], [5.75788, -1.85355, -3.74882], [6.22735, -1.01336, -5.23878], [6.77248, -2.68073, -4.96269]],
  "lowdin_charge": [-0.018, -0.280, -0.393, 0.885, -0.249, -0.280, -0.027, -0.151, -0.048, -0.020, 0.087, 0.099, 0.096, 0.104, 0.126, 0.115, 0.060, 0.056, 0.069, 0.120, 0.129, 0.145, 0.142, 0.195, -0.102, -0.182, -0.208, -0.178, -0.155, -0.171, -0.203, -0.192, -0.099, 0.092, 0.094, 0.081, 0.104, 0.135, 0.123, 0.125, 0.121, 0.121, 0.134, 0.129, 0.087, 0.086, 0.097, -0.109, -0.194, -0.204, -0.185, -0.132, -0.179, -0.202, -0.196, -0.112, 0.089, 0.090, 0.087, 0.122, 0.129, 0.112, 0.120, 0.118, 0.129, 0.130, 0.124, 0.085, 0.089, 0.089]
}


4.
{
  "formula": "C4H8N2",
  "method": "ωB97M-V with the def2-TZVPD basis set",
  "e_above_lowest_kj_mol": 270.7,
  "e_homo_ev": -9.165,
  "e_tot_ev": -7255.0701,
  "spin_multiplicity": 1,
  "e_lumo_ev": 0.792,
  "gap_ha": 0.36593,
  "elements": ["C", "C", "C", "C", "N", "N", "H", "H", "H", "H", "H", "H", "H", "H"],
  "coordinates": [[0.78153, -0.44476, -1.33396], [-1.42715, -0.46984, 0.67223], [-0.93215, 0.64812, -0.22126], [1.62498, 0.63642, 0.76952], [-0.21591, 0.49511, -1.30658], [1.96304, -0.14297, -0.11172], [0.51799, -1.46969, -1.05171], [1.37084, -0.39721, -2.24889], [-1.60824, 1.50124, -0.26260], [2.14835, 0.81089, 1.69936], [0.47461, 1.05618, 0.69730], [-2.31029, -0.92739, 0.21983], [-0.66567, -1.22880, 0.83611], [-1.72192, -0.06732, 1.64238]],
  "lowdin_charge": [-0.209, -0.081, -0.273, -0.123, -0.026, 0.039, 0.095, 0.092, 0.106, 0.074, 0.085, 0.083, 0.064, 0.074]
}


5.
{
  "formula": "C3H10N5S2",
  "method": "ωB97M-V with the def2-TZVPD basis set",
  "e_above_lowest_kj_mol": 132.6,
  "charge": 1,
  "e_homo_ev": -12.387,
  "e_tot_ev": -32386.2406,
  "spin_multiplicity": 1,
  "e_lumo_ev": -3.521,
  "gap_ha": 0.32584,
  "elements": ["C", "C", "C", "N", "N", "N", "N", "N", "S", "S", "H", "H", "H", "H", "H", "H", "H", "H", "H", "H"],
  "coordinates": [[0.17342, -1.20497, 0.44769], [-0.30841, 1.17806, 0.44730], [-2.25528, -0.80692, -0.10289], [0.34314, 0.05389, 0.26997], [-0.76939, 1.52608, 1.63784], [-3.49867, -1.01360, -0.38249], [-0.28287, 2.06972, -0.56337], [3.57193, -0.36844, -0.85782], [1.35362, -2.46817, 0.48639], [-1.31408, -2.09855, 0.47454], [2.45293, -1.90747, 0.09175], [-1.36322, 2.36248, 1.61456], [-1.05605, 0.72873, 2.22553], [-3.92311, -0.15703, -0.73833], [-4.03964, -1.96588, -0.21689], [0.24399, 1.51665, -1.24488], [-0.87201, 2.83691, -0.66013], [3.20863, 0.28494, -1.55769], [4.40493, -0.70560, -1.33518], [3.93013, 0.13916, -0.03588]],
  "lowdin_charge": [-0.975, -0.535, -0.487, 0.063, 0.207, -0.011, 0.219, -0.007, 0.864, 0.928, -0.174, 0.141, 0.142, 0.106, 0.176, 0.137, 0.105, 0.028, 0.031, 0.044]
}


6.
{
  "formula": "C6H9N",
  "method": "ωB97M-V with the def2-TZVPD basis set",
  "e_above_lowest_kj_mol": 362.6,
  "e_homo_ev": -9.044,
  "e_tot_ev": -7854.4017,
  "spin_multiplicity": 1,
  "e_lumo_ev": 1.180,
  "gap_ha": 0.37576,
  "elements": ["C", "C", "C", "C", "N", "C", "C", "H", "H", "H", "H", "H", "H", "H", "H", "H"],
  "coordinates": [[-1.76007, -1.09595, -1.40984], [-1.47231, -0.08396, -0.37295], [-1.72904, 0.64516, 0.66913], [-0.33118, 0.68470, 0.17854], [0.69074, -0.05590, 0.89486], [1.88114, 0.68746, 1.25397], [1.90833, -0.28900, 0.13949], [-1.57900, -0.67365, -2.40452], [-2.78306, -1.47795, -1.35965], [-1.06102, -1.93025, -1.28214], [0.05083, 1.56921, -0.35788], [-2.37561, 0.98589, 1.46041], [2.32108, 0.44299, 2.21841], [1.91730, 1.74306, 0.98068], [1.95702, 0.11609, -0.87260], [2.36485, -1.26791, 0.26408]],
  "lowdin_charge": [-0.039, -0.205, 0.067, -0.293, -0.086, -0.155, -0.155, 0.082, 0.076, 0.085, 0.131, 0.095, 0.098, 0.100, 0.103, 0.097]
}